1.
Computed, not measured: C69H61BBrF10N2O3PS as an isolated structure, with ωB97M-V/def2-TZVPD.

Values from the calculation:
- Lowest unoccupied orbital energy: -1.31 eV
- Charge: 0
- HOMO-LUMO gap: 7.42 eV

```
149
Properties=species:S:1:pos:R:3:forces:R:3:mulliken_charge:R:1
C 6.9203 4.3458 -2.4808 -0.326 -0.165 -0.585 -1.03
C 6.7960 3.2250 -1.4379 1.608 0.515 -0.187 -0.60
O 5.5753 2.4602 -1.4678 -0.064 0.593 -0.069 0.06
C 4.5134 3.1048 -2.0481 -0.323 1.133 2.308 -0.22
C 3.7182 4.0566 -1.3227 0.266 -2.191 -1.766 -0.24
P 3.8953 4.5695 0.4707 0.571 1.466 0.406 0.13
O 2.4465 4.3747 1.2598 0.459 -0.878 -1.605 -0.48
Br 5.2199 3.1658 1.6342 -0.412 -0.338 -0.345 -0.27
C 2.6599 4.7237 -2.1060 0.514 -0.366 0.758 0.42
B 1.7706 5.8590 -1.4308 -0.084 0.541 0.575 0.67
C 0.1980 5.8657 -1.2421 0.779 -0.100 0.192 -0.90
O 2.4722 6.9586 -0.9147 0.135 -0.915 -0.049 -0.59
C 2.4646 4.3992 -3.4130 -0.889 0.372 -0.762 -1.28
C 3.2208 3.4222 -4.1292 0.246 0.566 1.177 0.69
N 3.1038 3.0657 -5.4167 0.891 -0.678 0.766 -0.68
S 4.2667 1.9464 -5.5968 0.032 -0.245 -0.413 0.13
N 4.9582 1.8635 -4.1436 -0.710 0.666 -0.345 -0.61
C 4.2808 2.7633 -3.4064 -0.885 0.452 -0.423 1.32
H 6.2246 5.1838 -2.3269 0.095 -0.347 -0.002 0.24
H 7.9274 4.7853 -2.5222 -0.180 -0.365 0.383 0.42
H 6.7497 3.9085 -3.4793 -0.030 0.319 0.259 0.22
H 7.6178 2.5188 -1.6418 -0.484 -0.030 0.092 0.34
H 7.0197 3.6429 -0.4432 -0.596 -0.263 -0.140 0.37
H 2.0455 3.5161 1.0232 -0.221 0.144 0.411 0.40
H -0.0051 6.4397 -0.3240 -0.108 -0.148 -0.324 0.29
H -0.2206 6.4511 -2.0791 -0.155 -0.379 0.219 0.26
H -0.2372 4.8625 -1.1456 -0.136 0.340 -0.355 0.29
H 2.5048 6.9050 0.0509 -0.154 0.530 -0.111 0.31
H 1.6718 4.9337 -3.9429 0.194 -0.276 -0.037 0.47
F -2.9389 6.6322 -1.0571 -0.007 0.055 0.024 -0.36
C -3.4320 5.4825 -1.5515 -0.152 -0.393 -0.212 0.11
C -4.2883 4.7231 -0.7779 -0.066 0.107 0.278 -0.42
C -4.8032 3.5415 -1.2919 0.093 0.014 -0.121 -0.27
C -4.4464 3.1256 -2.5673 -0.030 -0.080 -0.056 -0.32
C -3.5803 3.8955 -3.3325 -0.092 0.000 0.169 -0.62
C -3.0737 5.0843 -2.8260 0.160 0.156 -0.113 -0.15
H -4.5493 5.0598 0.2176 0.018 0.037 -0.019 0.45
H -5.4837 2.9458 -0.6962 0.016 0.009 -0.002 0.37
H -4.8458 2.2014 -2.9646 0.015 0.011 0.026 0.37
H -3.2999 3.5711 -4.3263 0.004 0.036 0.010 0.39
H -2.4065 5.7022 -3.4127 0.000 0.010 0.034 0.46
F 1.0033 1.4478 1.0289 0.041 0.108 0.036 -0.38
C 0.9106 0.7264 -0.1160 -0.008 -0.178 -0.321 -0.15
C 1.6700 1.1054 -1.2015 0.146 0.038 -0.132 0.75
C 1.5832 0.3652 -2.3731 -0.145 -0.109 0.070 -0.23
C 0.7298 -0.7278 -2.4435 0.023 0.004 -0.058 -0.86
C -0.0323 -1.0884 -1.3394 0.191 0.258 -0.228 -0.07
C 0.0622 -0.3596 -0.1632 -0.177 -0.061 0.299 -0.75
H 2.3337 1.9536 -1.1446 0.025 0.071 0.098 -0.14
H 2.1831 0.6425 -3.2318 0.000 0.033 0.023 0.33
H 0.6599 -1.3000 -3.3603 0.002 0.009 0.021 0.43
H -0.6984 -1.9325 -1.3932 -0.011 0.047 0.011 0.35
H -0.5171 -0.6296 0.7108 0.004 0.012 -0.012 0.61
F -1.0740 -3.5280 -0.0514 -0.043 -0.142 0.151 -0.27
C -1.5524 -4.6888 -0.5423 -0.191 -0.429 -0.122 0.26
C -2.3913 -5.4565 0.2420 -0.082 0.129 0.277 -0.52
C -2.8929 -6.6456 -0.2674 0.095 0.040 -0.153 -0.52
C -2.5429 -7.0567 -1.5469 -0.044 -0.084 -0.027 -0.49
C -1.6948 -6.2764 -2.3203 -0.091 -0.009 0.135 -0.50
C -1.1986 -5.0813 -1.8187 0.178 0.220 -0.140 -0.21
H -2.6470 -5.1228 1.2399 0.015 0.028 -0.019 0.58
H -3.5571 -7.2518 0.3345 0.022 0.029 0.021 0.39
H -2.9323 -7.9868 -1.9405 0.012 0.022 0.004 0.39
H -1.4181 -6.5984 -3.3157 0.004 0.037 0.010 0.38
H -0.5418 -4.4558 -2.4104 0.030 -0.012 0.042 0.50
F -7.7194 0.0626 -1.8257 -0.023 0.036 0.006 -0.36
C -6.6669 -0.7775 -1.8218 0.257 -0.210 0.019 0.07
C -6.5158 -1.6651 -0.7747 -0.229 -0.003 0.261 -0.30
C -5.4349 -2.5334 -0.7704 0.079 0.092 -0.151 -0.70
C -4.5134 -2.4941 -1.8077 0.165 -0.088 -0.034 -0.14
C -4.6762 -1.5940 -2.8525 -0.058 -0.056 0.158 -0.61
C -5.7637 -0.7319 -2.8651 -0.001 0.184 -0.188 -0.32
H -7.2397 -1.6735 0.0301 -0.026 0.037 -0.041 0.48
H -5.3097 -3.2378 0.0422 -0.016 0.029 0.005 0.52
H -3.6639 -3.1664 -1.8026 -0.034 -0.011 0.002 0.43
H -3.9542 -1.5619 -3.6584 -0.031 0.009 -0.003 0.40
H -5.9128 -0.0286 -3.6746 -0.038 -0.007 0.019 0.54
F 5.2850 5.6688 -12.1430 0.012 0.005 -0.039 -0.31
C 4.9098 5.4698 -10.8660 -0.102 -0.053 0.337 0.22
C 3.8256 4.6560 -10.6010 -0.127 -0.125 -0.181 -0.35
C 3.4432 4.4482 -9.2832 0.137 0.106 0.027 -0.49
C 4.1409 5.0625 -8.2518 -0.012 0.001 0.143 -0.28
C 5.2258 5.8815 -8.5361 -0.118 -0.114 -0.098 -0.49
C 5.6183 6.0839 -9.8517 0.201 0.153 -0.041 -0.35
H 3.2901 4.1928 -11.4195 0.038 0.016 -0.014 0.41
H 2.5998 3.8072 -9.0604 0.001 0.021 -0.019 0.38
H 3.8373 4.9018 -7.2255 -0.018 0.000 -0.027 0.49
H 5.7673 6.3635 -7.7324 0.012 -0.003 -0.031 0.37
H 6.4661 6.7117 -10.0933 -0.026 -0.004 -0.037 0.41
F 3.8159 -3.6969 -1.6974 -0.033 -0.031 -0.029 -0.35
C 4.5825 -2.9054 -0.9223 0.199 0.240 0.210 0.35
C 4.7532 -1.5800 -1.2731 -0.119 0.148 -0.230 -0.61
C 5.5389 -0.7620 -0.4730 0.078 0.028 0.176 -0.16
C 6.1501 -1.2867 0.6596 0.074 0.046 0.066 -0.70
C 5.9746 -2.6220 0.9952 0.063 0.107 -0.222 -0.52
C 5.1803 -3.4393 0.2023 -0.007 -0.277 0.041 -0.33
H 4.2747 -1.1958 -2.1652 -0.027 -0.020 0.024 0.52
H 5.6755 0.2899 -0.7144 -0.099 -0.237 -0.073 0.44
H 6.7666 -0.6501 1.2819 -0.027 -0.007 -0.002 0.44
H 6.4572 -3.0276 1.8756 -0.018 -0.018 -0.018 0.50
H 5.0236 -4.4813 0.4509 -0.016 0.007 -0.039 0.44
F 4.5388 -4.4548 6.5598 0.015 -0.038 0.026 -0.35
C 3.9017 -3.6262 5.7093 -0.152 0.209 -0.241 0.20
C 2.7891 -2.9363 6.1461 -0.154 -0.008 0.297 -0.35
C 2.1360 -2.0791 5.2706 0.138 -0.066 -0.149 -0.47
C 2.5982 -1.9306 3.9690 -0.068 0.042 -0.011 -0.86
C 3.7162 -2.6365 3.5434 -0.183 0.037 0.212 0.20
C 4.3764 -3.4869 4.4199 0.186 -0.110 -0.112 -0.47
H 2.4396 -3.0708 7.1620 0.040 -0.021 -0.002 0.50
H 1.2663 -1.5275 5.6041 0.010 -0.032 0.021 0.46
H 2.0861 -1.2643 3.2860 0.024 -0.013 0.003 0.57
H 4.0735 -2.5260 2.5307 -0.026 0.021 0.021 0.13
H 5.2546 -4.0393 4.1094 -0.015 -0.021 0.034 0.42
F -5.6601 0.1206 2.4433 -0.040 0.224 -0.162 -0.33
C -6.7220 0.9326 2.2673 -0.433 0.249 -0.093 0.41
C -6.5126 2.2775 2.0425 0.304 0.154 -0.032 -0.61
C -7.6062 3.1114 1.8532 -0.098 -0.162 0.032 -0.39
C -8.8930 2.5926 1.9029 -0.065 0.078 -0.018 -0.57
C -9.0878 1.2379 2.1358 0.126 0.140 -0.031 -0.53
C -7.9966 0.4005 2.3134 0.035 -0.322 0.050 -0.18
H -5.5018 2.6656 2.0157 0.004 -0.044 0.003 0.50
H -7.4539 4.1668 1.6678 0.025 -0.019 0.014 0.38
H -9.7444 3.2454 1.7596 0.017 -0.018 0.000 0.39
H -10.0902 0.8328 2.1788 0.031 -0.024 -0.013 0.39
H -8.1293 -0.6601 2.4869 0.034 0.012 0.033 0.50
F -5.5670 -4.1022 3.8004 -0.025 -0.032 -0.051 -0.33
C -4.8169 -3.2953 4.5807 0.273 0.255 0.291 0.40
C -4.6409 -1.9768 4.2107 -0.077 -0.118 -0.151 -0.47
C -3.8737 -1.1466 5.0146 0.057 -0.139 0.125 -0.38
C -3.2855 -1.6472 6.1693 0.026 0.052 0.005 -0.71
C -3.4689 -2.9779 6.5237 -0.042 0.205 -0.092 -0.40
C -4.2446 -3.8086 5.7276 -0.044 -0.290 0.045 -0.54
H -5.0973 -1.6110 3.3078 -0.012 -0.095 -0.005 0.73
H -3.7341 -0.1091 4.7388 -0.027 -0.026 -0.044 0.41
H -2.6827 -0.9991 6.7931 -0.018 -0.020 -0.001 0.41
H -3.0075 -3.3680 7.4184 -0.040 -0.011 -0.018 0.49
H -4.4055 -4.8461 5.9917 0.006 0.008 -0.020 0.47
F -1.8156 -5.1248 8.1666 -0.063 -0.042 0.108 -0.23
C -0.7520 -5.9531 8.1303 0.348 -0.241 -0.055 0.39
C -0.5615 -6.8620 9.1511 -0.186 -0.021 0.221 -0.55
C 0.5349 -7.7120 9.0990 0.059 0.105 -0.188 -0.38
C 1.4266 -7.6341 8.0362 0.044 -0.062 0.028 -0.63
C 1.2203 -6.7096 7.0204 -0.042 -0.087 0.159 -0.36
C 0.1199 -5.8661 7.0648 -0.006 0.211 -0.260 -0.32
H -1.2633 -6.9014 9.9741 -0.011 0.015 -0.030 0.41
H 0.6940 -8.4350 9.8883 -0.022 0.031 0.007 0.36
H 2.2830 -8.2952 8.0005 -0.015 0.021 -0.001 0.37
H 1.9162 -6.6450 6.1939 -0.028 0.027 0.004 0.40
H -0.0638 -5.1441 6.2789 -0.011 0.013 0.031 0.51
```
Forces are in eV/Å.

2.
Computed, not measured: C23H42N3OP2Ti as an isolated structure, with ωB97M-V/def2-TZVPD.

Values from the calculation:
- Lowest unoccupied orbital energy (spin up / spin down): -3.55 / -3.52 eV
- Charge: +1
- Spin multiplicity: 3
- HOMO-LUMO gap (spin up / spin down): 6.09 / 7.91 eV
- Energy relative to the best compared isomer or geometry (same formula, charge and spin): 0.107 eV

```
72
Properties=species:S:1:pos:R:3:forces:R:3:mulliken_charge:R:1
Ti 0.2539 0.0845 0.0481 0.285 0.421 -0.475 -2.02
P -0.5898 1.9589 -1.3142 -0.007 0.298 0.079 1.54
P 1.5562 -1.8178 0.8913 0.736 -0.511 -0.315 0.84
N 0.5541 -0.8041 -1.8608 0.899 0.087 -0.467 -0.16
C -0.9014 0.9939 -2.8527 -0.384 0.362 -0.818 -1.27
H -1.9860 1.0118 -3.0315 0.238 0.060 -0.075 0.33
H -0.4424 1.5404 -3.6900 -0.199 -0.155 0.206 0.51
C -0.4357 -0.4696 -2.8910 0.138 -0.666 -0.395 -0.73
H -1.2929 -1.1650 -2.7768 0.327 0.403 0.016 0.43
H -0.0006 -0.7048 -3.8797 -0.293 0.206 0.178 0.47
C 1.1008 -2.1852 -1.9165 0.035 0.190 -0.415 -1.26
H 2.1260 -2.1381 -2.3215 -0.309 -0.151 0.169 0.37
H 0.4945 -2.7598 -2.6415 0.329 0.133 0.321 0.44
C 1.0778 -2.8840 -0.5501 0.056 -0.562 0.061 -0.89
H 1.7580 -3.7479 -0.5649 -0.308 0.024 -0.115 0.60
H 0.0634 -3.2648 -0.3539 0.216 0.018 0.042 0.45
C 1.2092 -2.8886 2.3584 -0.006 -0.508 -0.192 0.59
C -0.1846 -2.6116 2.9332 -0.003 0.004 0.155 -1.25
H -0.9875 -2.8372 2.2196 0.140 0.058 0.126 0.22
H -0.2790 -1.5646 3.2534 0.033 -0.186 -0.096 0.24
H -0.3272 -3.2391 3.8246 -0.078 0.122 -0.282 0.52
C 3.3896 -1.7423 0.6658 -0.094 -0.089 0.025 0.84
C 4.0427 -0.7324 1.6212 0.287 0.173 -0.018 -1.58
H 4.9519 -0.3370 1.1467 -0.195 -0.072 0.218 0.41
H 4.3434 -1.2059 2.5646 -0.147 0.146 -0.249 0.45
H 3.3905 0.1217 1.8476 0.188 -0.208 -0.101 0.16
C 0.5161 3.3511 -1.8162 0.220 -0.188 -0.195 0.72
C 0.6594 4.4128 -0.7176 0.165 0.066 0.037 -1.65
H 1.4963 5.0717 -0.9880 -0.238 -0.113 0.075 0.54
H 0.8984 3.9770 0.2604 -0.125 0.069 -0.171 0.23
H -0.2393 5.0387 -0.6259 0.277 -0.208 -0.053 0.29
C -2.2093 2.6753 -0.7746 -0.011 -0.197 -0.503 0.72
C -2.1059 3.3495 0.6034 -0.211 0.022 0.200 -1.56
H -3.0593 3.2102 1.1336 0.214 0.185 -0.097 0.40
H -1.9250 4.4288 0.5071 -0.057 -0.375 0.080 0.45
H -1.3156 2.9262 1.2406 -0.151 0.153 -0.234 0.23
C 0.9232 1.2313 1.4467 1.802 3.300 4.425 0.61
C 4.0515 -3.1363 0.7060 0.374 -0.157 -0.278 -1.68
H 3.3583 -3.9609 0.9172 0.139 0.204 -0.010 0.44
H 4.5208 -3.3554 -0.2638 -0.095 -0.033 0.305 0.25
H 4.8457 -3.1750 1.4631 -0.210 0.022 -0.181 0.45
C 0.1768 3.9768 -3.1844 0.001 0.058 -0.235 -1.61
H 0.3493 5.0620 -3.1584 0.006 -0.301 -0.042 0.38
H 0.8166 3.5513 -3.9687 -0.181 0.186 0.136 0.37
H -0.8631 3.8223 -3.4946 0.244 0.078 0.081 0.36
C -2.8817 3.5851 -1.8088 -0.379 0.161 0.231 -1.68
H -3.8766 3.8581 -1.4290 0.172 -0.002 -0.158 0.46
H -2.3272 4.5207 -1.9586 -0.092 -0.280 0.033 0.32
H -3.0290 3.0920 -2.7784 0.098 0.126 0.201 0.34
C 2.2691 -2.8115 3.4634 0.023 0.051 0.201 -1.52
H 2.4420 -1.7777 3.7856 -0.025 -0.170 -0.046 0.31
H 1.8996 -3.3632 4.3378 0.089 0.096 -0.182 0.50
H 3.2288 -3.2603 3.1802 -0.292 0.211 -0.001 0.27
H 1.2136 -3.9081 1.9386 -0.017 0.127 0.251 0.52
H -2.8399 1.7754 -0.6671 0.150 0.147 -0.020 0.41
H 3.5016 -1.3447 -0.3570 -0.198 -0.017 0.332 0.64
H 1.4866 2.8337 -1.9105 -0.258 0.203 0.133 0.38
O 1.3509 1.9597 2.2757 -1.114 -2.146 -2.531 -0.53
H 1.3840 -0.0762 -1.8171 -1.540 -1.348 -0.268 0.40
H 1.8112 0.7101 -0.6942 0.217 0.651 0.589 -0.12
N -4.8935 -3.9259 -0.6277 1.390 2.149 1.195 -0.46
C -4.3291 -3.0336 -0.1193 -1.203 -1.771 -0.986 -0.41
C -3.6323 -1.9339 0.5201 -0.045 -0.474 -0.336 0.14
C -4.1988 -1.2637 1.6078 -0.140 0.017 0.084 -0.42
C -3.4840 -0.2433 2.2169 0.325 0.299 -0.028 -1.23
C -2.2182 0.0794 1.7308 -0.593 -0.621 -0.417 -0.26
N -1.7075 -0.5507 0.6496 -0.372 -0.400 0.054 1.27
C -2.3803 -1.5578 0.0415 -0.090 0.859 0.795 -0.31
H -5.1900 -1.5534 1.9626 0.342 0.090 -0.097 0.52
H -3.8718 0.3199 3.0621 -0.040 -0.251 -0.145 0.53
H -1.5953 0.8456 2.2013 -0.242 -0.328 -0.209 0.46
H -1.9120 -2.0447 -0.8215 -0.218 0.252 0.399 0.30
```
Forces are in eV/Å.

no.,F_max (hartree/bohr)
1,0.0550
2,0.1129